1.
{"formula": "C4HN3O", "method": "ωB97M-V with the def2-TZVPD basis set", "smiles": "N#CC(O)(C#N)C#N", "max_force_ev_per_a": 7.082, "relative_energy_ev": 1.517, "homo_ev": -12.89, "symbols": ["N", "C", "C", "O", "C", "N", "C", "N", "H"], "xyz": [[-2.217462, -1.222275, -0.650344], [-1.157537, -0.753769, -0.355678], [0.028181, -0.007022, 0.173882], [-0.268266, -0.247129, 1.564349], [1.404239, -0.534090, -0.177922], [2.388297, -1.033398, -0.567014], [-0.028173, 1.350482, -0.142636], [-0.158609, 2.484071, -0.441856], [0.580278, 0.044645, 2.113825]], "forces_ev_per_a": [[4.99, 2.05, 1.27], [-4.29, -1.83, -2.20], [0.00, -3.49, 1.90], [3.46, 1.30, 1.65], [1.01, -1.58, -1.41], [-2.21, 1.36, 1.15], [-0.95, 6.74, -1.96], [0.59, -3.73, 1.08], [-2.60, -0.82, -1.48]]}

=====

2.
{"formula": "C4HNO", "method": "ωB97M-V with the def2-TZVPD basis set", "smiles": "C#CC(=O)C#N", "max_force_ev_per_a": 4.000, "relative_energy_ev": 2.687, "homo_ev": -10.59, "symbols": ["C", "C", "C", "O", "C", "N", "H"], "xyz": [[-1.218148, 0.400530, -1.034935], [-0.309878, 0.114485, -0.295393], [0.990079, 0.163873, 0.427567], [1.851131, 0.957235, 0.202979], [0.841595, -0.999355, 1.381897], [-0.211124, -1.444170, 1.092046], [-1.928902, 0.773023, -1.737412]], "forces_ev_per_a": [[0.43, 0.13, 0.14], [1.08, 2.68, -1.57], [-0.98, 1.00, -1.55], [-0.06, -0.75, 0.68], [-1.56, -0.30, -0.78], [1.31, -2.40, 2.92], [-0.22, -0.36, 0.16]]}

=====

3.
{"formula": "C4HNOS", "method": "ωB97M-V with the def2-TZVPD basis set", "smiles": "N#CC#CC(O)=S", "max_force_ev_per_a": 3.916, "relative_energy_ev": 0.638, "homo_ev": -10.12, "symbols": ["N", "C", "C", "C", "C", "O", "S", "H"], "xyz": [[-3.846432, -0.559031, 0.178209], [-2.729589, -0.406120, -0.125463], [-1.378041, -0.200589, -0.072003], [-0.191675, -0.003605, -0.061306], [1.331615, -0.017328, 0.101514], [1.741978, 1.311428, 0.059311], [2.298075, -1.287040, 0.024383], [2.774069, 1.162283, -0.104648]], "forces_ev_per_a": [[1.57, 0.17, -1.03], [-2.23, -0.19, 1.53], [0.81, 0.22, -0.64], [2.33, -0.82, 0.93], [-2.48, 2.65, -1.38], [2.84, -2.67, -0.33], [-0.06, -0.27, 0.27], [-2.78, 0.91, 0.67]]}

=====

4.
{"formula": "C4HNS", "method": "ωB97M-V with the def2-TZVPD basis set", "smiles": "N#CC#CC=S", "max_force_ev_per_a": 1.529, "relative_energy_ev": 0.018, "homo_ev": -9.80, "symbols": ["N", "C", "C", "C", "C", "S", "H"], "xyz": [[-2.910513, -0.595498, -1.844445], [-1.940928, -0.425664, -1.224201], [-0.788212, -0.180907, -0.487819], [0.235784, 0.015247, 0.141008], [1.406015, 0.231789, 0.942095], [2.557551, 1.315715, 0.624341], [1.440302, -0.360683, 1.849022]], "forces_ev_per_a": [[1.28, 0.16, 0.83], [-0.83, 0.02, -0.54], [0.87, 0.05, 0.46], [-0.86, -0.16, -0.53], [-0.28, 0.31, -0.21], [-0.20, -0.20, -0.08], [0.03, -0.17, 0.07]]}

=====

5.
{"formula": "C4Li2O2", "method": "ωB97M-V with the def2-TZVPD basis set", "charge": 1, "multiplicity": 2, "max_force_ev_per_a": 4.900, "relative_energy_ev": 2.314, "homo_ev": [-12.11, -11.81], "s_squared": 0.79, "symbols": ["C", "C", "C", "C", "O", "Li", "O", "Li"], "xyz": [[-1.295646, -0.387505, -1.410623], [-0.406889, -0.159661, -0.513357], [0.488562, 0.093815, 0.402844], [1.372665, 0.414111, 1.268973], [2.148283, 0.757406, 2.087013], [3.069319, 0.913124, 3.802805], [-2.647579, -1.567477, -2.313053], [-2.728715, -0.063813, -3.324601]], "forces_ev_per_a": [[-1.15, -2.00, -0.25], [-2.51, -1.09, -2.29], [2.00, 0.80, 1.75], [-2.84, -0.77, -2.68], [1.50, 0.36, 1.83], [-0.32, -0.06, -0.66], [3.22, 3.13, 1.96], [0.11, -0.36, 0.34]]}